A cluster of 2 separate species, C4H13NOP in total. Source: OMol25; level of theory: ωB97M-V with the def2-TZVPD basis set.

```
20
Properties=species:S:1:pos:R:3:nbo_charge:R:1
C -2.535 -0.016 1.401 -0.603
C 2.101 -1.223 -0.948 -0.442
C 2.267 0.273 0.788 -0.003
C -1.571 -0.467 0.245 -0.738
N 1.562 -0.276 -0.079 -0.451
O -0.125 0.674 -1.835 -0.985
P -0.559 0.888 -0.423 1.517
H -3.459 0.421 1.010 0.242
H -1.821 0.829 1.921 0.192
H -2.632 -0.671 2.243 0.255
H 1.534 -2.109 -0.709 0.224
H 1.885 -0.986 -1.989 0.228
H 3.192 -1.336 -0.854 0.204
H 3.337 0.087 0.839 0.183
H 1.900 1.135 1.353 0.180
H -1.067 -1.437 0.619 0.287
H -2.176 -0.485 -0.794 0.255
H 0.299 1.733 0.214 -0.029
H -0.433 1.195 -2.571 0.553
H -1.701 1.771 -0.431 -0.072
```

Calculated values
Lowest unoccupied orbital energy in eV: -3.070
Net charge: +1
Spin multiplicity: 1
ΔE to the lowest compared entry with this formula, charge and spin in eV: 2.779
HOMO-LUMO gap in eV: 11.36

A cluster of 2 separate species, C28H38N3O2 in total. Source: OMol25; level of theory: ωB97M-V with the def2-TZVPD basis set.

```
71
Properties=species:S:1:pos:R:3:mulliken_charge:R:1
C -0.466 0.448 4.500 -0.343
N 0.931 0.451 4.201 0.149
C 1.583 -0.833 4.442 -0.311
C 3.007 -0.744 4.976 -0.596
O 3.667 0.434 4.524 -0.379
C 3.019 1.619 4.971 -0.584
C 1.598 1.727 4.430 -0.374
H -0.761 1.347 5.057 0.391
H -1.029 0.439 3.567 -0.522
H -0.750 -0.450 5.065 0.330
H 0.972 -1.412 5.148 0.313
H 1.619 -1.389 3.491 0.130
H 2.981 -0.786 6.086 0.320
H 3.613 -1.570 4.576 0.309
H 2.987 1.663 6.080 0.318
H 3.639 2.435 4.573 0.302
H 1.647 2.270 3.472 0.202
H 0.992 2.323 5.126 0.318
C -0.267 -0.113 -5.725 -0.944
N -0.253 -0.647 -4.383 0.277
C 0.235 -1.893 -4.121 0.234
O 0.643 -2.692 -4.964 -0.689
C 0.164 -2.103 -2.609 0.025
C 1.538 -2.338 -1.984 -0.675
C 2.217 -3.589 -2.498 0.564
C 3.456 -3.503 -3.142 -0.356
C 4.031 -4.644 -3.706 -0.598
C 3.391 -5.885 -3.577 -0.436
C 2.178 -5.978 -2.883 -0.712
C 1.595 -4.830 -2.336 -0.223
N -0.477 -0.870 -2.140 0.602
C -0.708 -0.679 -0.820 0.325
C -1.246 0.485 -0.283 0.096
C -1.484 0.784 1.064 -0.212
C -2.277 1.935 1.433 0.917
C -2.860 2.113 2.724 -0.417
C -3.514 3.286 3.080 -0.757
C -3.701 4.321 2.152 1.130
C -4.382 5.589 2.552 -1.405
C -3.244 4.128 0.843 -0.966
C -2.545 2.982 0.492 -0.528
C -0.739 0.101 -3.228 0.067
C 0.070 1.399 -3.077 -1.515
C -2.228 0.425 -3.428 -1.534
H 0.177 -0.845 -6.403 0.378
H -1.292 0.102 -6.051 0.297
H 0.312 0.818 -5.776 0.314
H -0.495 -2.972 -2.410 0.287
H 2.170 -1.460 -2.198 0.340
H 1.408 -2.405 -0.892 0.441
H 3.939 -2.525 -3.226 0.315
H 4.974 -4.560 -4.250 0.370
H 3.839 -6.778 -4.017 0.375
H 1.675 -6.940 -2.770 0.371
H 0.644 -4.880 -1.799 0.334
H -0.461 -1.527 -0.174 0.593
H -1.512 1.238 -1.023 -1.113
H -1.215 0.039 1.812 0.340
H -2.818 1.290 3.441 0.582
H -3.902 3.413 4.095 0.406
H -4.469 6.263 1.698 0.365
H -5.387 5.397 2.942 0.347
H -3.824 6.106 3.341 0.338
H -3.436 4.898 0.094 0.316
H -2.199 2.896 -0.538 0.318
H 1.145 1.173 -3.090 0.345
H -0.172 2.068 -3.914 0.485
H -0.166 1.915 -2.143 0.416
H -2.771 -0.486 -3.712 0.379
H -2.681 0.840 -2.523 0.356
H -2.324 1.162 -4.236 0.464
```

Calculated values
Lowest unoccupied orbital energy in eV: -4.829
Net charge: +1
Spin multiplicity: 1
ΔE to the lowest compared entry with this formula, charge and spin in eV: 1.360
HOMO-LUMO gap in eV: 5.40

A structure of composition C2H22BeO11. Source: OMol25; level of theory: ωB97M-V with the def2-TZVPD basis set.

```
36
Properties=species:S:1:pos:R:3:nbo_charge:R:1
Be -0.423 1.018 -0.755 1.705
O 1.038 0.752 -1.017 -1.110
C 1.172 -0.644 -1.104 -0.098
C -0.284 -1.145 -1.173 -0.135
O -1.010 -0.343 -0.176 -1.082
H 1.753 -0.793 -0.223 0.185
H 1.747 -1.037 -1.948 0.160
H -0.307 -2.198 -0.906 0.154
H -0.727 -0.977 -2.154 0.162
O 0.696 0.052 2.161 -0.969
H 0.166 -0.679 1.895 0.494
H 0.066 0.726 2.436 0.468
O -0.217 -2.496 1.717 -0.947
H -0.463 -3.410 1.875 0.488
H -0.444 -2.374 0.813 0.470
O -4.042 -1.407 -0.510 -0.924
H -3.355 -1.828 -0.909 0.462
H -3.872 -0.462 -0.658 0.463
O -0.589 2.229 0.387 -1.041
H 0.319 2.481 0.627 0.544
H -1.171 2.968 0.724 0.522
O 2.779 -2.178 2.407 -0.963
H 3.376 -1.790 1.735 0.464
H 1.861 -1.931 2.222 0.496
O -1.328 1.545 -2.169 -0.980
H -1.019 1.659 -3.082 0.518
H -1.997 2.297 -2.184 0.509
O 2.985 1.904 -2.355 -0.956
H 2.592 2.618 -1.943 0.438
H 2.304 1.243 -2.129 0.493
O -2.749 -1.104 1.904 -0.991
H -3.645 -0.736 1.836 0.468
H -2.224 -1.045 1.075 0.505
O 2.177 2.474 0.854 -0.954
H 2.628 3.022 0.195 0.473
H 2.222 1.590 0.541 0.510
```

Calculated values
Lowest unoccupied orbital energy in eV: -1.035
Net charge: 0
Spin multiplicity: 1
HOMO-LUMO gap in eV: 8.54

An isolated molecule of C4H5N3. Source: OMol25; level of theory: ωB97M-V with the def2-TZVPD basis set.

```
12
Properties=species:S:1:pos:R:3:nbo_charge:R:1
N -0.562 -0.493 2.403 -0.809
C -0.083 -0.334 1.124 0.368
N -0.334 0.833 0.483 -0.297
C -0.187 0.822 -0.910 -0.143
C 1.055 0.647 -1.732 -0.169
C 0.278 -0.397 -1.676 -0.140
N 0.762 -1.092 0.522 -0.282
H -0.588 -1.431 2.774 0.395
H -1.367 0.084 2.606 0.397
H -0.887 1.556 -1.334 0.202
H 1.864 1.189 -2.202 0.234
H 0.050 -1.385 -2.057 0.243
```

Calculated values
Lowest unoccupied orbital energy (alpha / beta) in eV: -0.323 / -1.237
Net charge: 0
Spin multiplicity: 1
ΔE to the lowest compared entry with this formula, charge and spin in eV: 6.626
HOMO-LUMO gap (alpha / beta) in eV: 8.64 / 7.68

Which value of spin multiplicity does entry 3 give? 1